1.
{"formula": "C49H40Cl3CrN10O2S2", "method": "ωB97M-V/def2-TZVPD", "elements": ["Cr", "Cl", "Cl", "Cl", "S", "S", "O", "O", "N", "N", "N", "N", "N", "N", "N", "N", "N", "N", "C", "C", "C", "C", "C", "C", "C", "C", "C", "C", "C", "C", "C", "C", "C", "C", "C", "C", "C", "C", "C", "C", "C", "C", "C", "C", "C", "C", "C", "C", "C", "C", "C", "C", "C", "C", "C", "C", "C", "C", "C", "C", "C", "C", "C", "C", "C", "C", "C", "H", "H", "H", "H", "H", "H", "H", "H", "H", "H", "H", "H", "H", "H", "H", "H", "H", "H", "H", "H", "H", "H", "H", "H", "H", "H", "H", "H", "H", "H", "H", "H", "H", "H", "H", "H", "H", "H", "H", "H"], "coordinates": [[-0.27729, -0.23183, 0.32833], [2.40171, 4.15367, 2.35873], [5.81411, 0.97917, -0.21357], [2.00271, 3.22217, -5.43827], [2.59031, 0.81557, -7.11027], [2.71231, -1.16433, 1.45873], [-1.29699, -2.58893, -0.76827], [5.29091, 2.08487, -3.42487], [-3.01639, -1.32623, -0.01047], [-2.28059, -2.56363, 2.51723], [1.76221, 0.09607, 4.02793], [-2.16249, 0.69827, -1.99877], [-1.03219, 0.99767, -1.32917], [-1.04549, -2.44233, 2.00273], [2.92521, -0.52353, -2.32457], [1.10421, -0.91373, -1.14297], [1.27671, -0.26443, 1.70743], [-1.13569, 0.74667, 1.94373], [3.01281, -0.48813, 4.11443], [2.38561, 3.88167, -0.32787], [3.11521, 2.03787, -5.99937], [2.81821, 3.28837, -1.49817], [5.55111, -1.61013, 4.29713], [4.43991, 1.93487, -5.68067], [-0.21849, -2.42333, 3.03113], [-4.77019, -2.99943, -0.20757], [3.81831, 2.31797, -1.52037], [2.28441, -1.58313, -2.90087], [-2.79399, 1.99867, 3.15523], [-4.17469, -4.02303, 2.27323], [-6.50709, 2.90877, -1.61657], [-3.71499, -2.45003, 0.51353], [-0.70959, 1.53867, 4.20123], [-2.23709, -2.56763, 3.87073], [-3.38879, -2.99103, 1.75723], [1.16131, -1.81533, -2.16177], [2.97521, 3.50817, 0.86983], [-0.15079, 1.37977, -2.25107], [-1.99009, 0.86417, -3.32447], [-2.32649, 1.34527, 2.03783], [-3.42929, 0.68517, -1.36547], [5.14381, 2.77517, -4.65567], [3.60021, -1.08903, 3.00213], [-6.13759, -5.59913, 2.15663], [4.15361, 0.07867, -2.77307], [4.46571, 2.04317, -0.31487], [-1.65739, -1.51463, -0.35077], [0.95841, 0.19737, 2.91453], [-4.31329, 1.69117, -1.75607], [-0.69749, 1.28927, -3.52887], [4.03521, 2.61697, 0.87433], [-5.57149, 1.82237, -1.19397], [4.17481, 0.14717, -7.13437], [5.03831, 0.83397, -6.34907], [3.70111, -0.47803, 5.32223], [-5.53909, -4.01333, 0.31783], [4.96491, -1.03533, 5.41203], [4.86451, -1.64073, 3.09293], [2.18941, -0.16943, -1.25967], [-0.30409, 0.83727, 3.04223], [4.08611, 1.62447, -2.84287], [-5.91759, 0.92937, -0.18337], [-5.27039, -4.52103, 1.58643], [-1.95129, 2.10587, 4.27123], [-3.79329, -0.23693, -0.37127], [-0.91939, -2.46923, 4.24213], [-5.05589, -0.06183, 0.22063], [5.49671, -1.01263, 6.34963], [3.23921, 1.87237, -3.49427], [6.53861, -2.03773, 4.35683], [2.44611, 0.62757, -0.59317], [-3.13489, -2.61533, 4.45203], [-5.88599, -6.55643, 1.70243], [-0.22309, 1.50767, -4.46317], [2.36221, 3.58557, -2.42977], [6.16491, 2.99057, -4.97307], [-6.88319, 1.01467, 0.29063], [3.24021, -0.01633, 6.18383], [-4.98859, -2.58843, -1.18157], [-0.03289, 1.65617, 5.03273], [-7.18509, -5.40293, 1.93853], [1.59451, 4.61357, -0.34127], [-5.36779, -0.73923, 1.00033], [-2.27069, 2.63497, 5.15553], [4.97971, -0.22183, -2.12807], [-6.01519, -5.69083, 3.23173], [-2.77519, 0.65387, -4.02117], [0.82521, 1.72047, -1.96147], [-3.90659, -4.45543, 3.22523], [-4.00109, 2.38287, -2.52497], [6.07761, 0.58457, -6.23927], [2.66691, -2.08033, -3.76737], [-3.78069, 2.42677, 3.16293], [-2.94649, 1.29897, 1.15613], [4.36611, -0.71773, -7.73757], [-6.28339, 3.82237, -1.06557], [-0.51129, -2.44493, 5.23053], [5.30481, -2.09513, 2.22023], [4.52541, 2.35957, 1.79983], [-6.40949, 3.12337, -2.67787], [0.40491, -2.56533, -2.28327], [-6.34769, -4.43113, -0.26147], [4.36621, -0.27753, -3.78357], [-7.53869, 2.63767, -1.40897], [1.40921, 0.47637, 4.88963], [0.84061, -2.43713, 2.87073], [4.60691, 3.71967, -4.50477]], "mulliken_charge": [-0.095, -0.197, -0.194, -0.149, -0.153, -0.393, -0.599, -0.458, 1.235, 0.329, 0.694, 0.326, 0.271, -0.196, 0.571, 1.174, 0.891, 1.347, -0.287, -1.125, 0.640, 0.085, -0.817, 0.109, -0.422, -0.034, -1.326, -0.922, -1.166, -0.391, -1.718, -0.734, -1.150, -0.330, -0.084, -1.062, 0.398, 0.078, -0.519, -0.407, 0.924, -0.693, 1.521, -1.568, -1.313, 1.584, 0.263, -0.730, 0.095, -1.256, -0.883, 0.452, -0.403, -0.709, -0.913, -0.950, -0.624, -0.857, -1.266, 0.305, 1.243, -1.326, 0.371, -0.909, -0.976, -1.447, -0.272, 0.413, -0.313, 0.422, 0.892, 0.642, 0.308, 0.470, 0.557, 0.480, 0.436, 0.473, 0.532, 0.484, 0.402, 0.503, 0.594, 0.502, 0.135, 0.374, 0.658, 0.299, 0.605, 0.569, 0.437, 0.573, 0.559, 0.302, 0.459, 0.289, 0.525, 0.501, 0.479, 0.395, 0.666, 0.453, 0.411, 0.403, 0.044, 0.882, 0.303], "multiplicity": 5, "s2": 6.0986, "de_lowest_kcal_mol": 23.6, "e_lumo_ev": [-2.74, -2.78], "energy_ev": -158112.54223, "orbital_gap_ev": [5.2, 6.9], "total_charge": 1}

2.
{"formula": "C11H16MnS3Si2", "method": "ωB97M-V/def2-TZVPD", "elements": ["Mn", "S", "S", "S", "Si", "Si", "C", "C", "C", "C", "C", "C", "C", "C", "C", "C", "C", "H", "H", "H", "H", "H", "H", "H", "H", "H", "H", "H", "H", "H", "H", "H", "H"], "coordinates": [[0.93483, -1.63554, -1.36684], [2.96638, -2.23853, -2.25846], [2.90168, -5.05301, -3.31454], [0.43748, -3.70167, -2.24646], [-0.24872, 0.43548, -1.65411], [0.67433, -1.16491, 0.94380], [-0.68362, 1.18075, 0.05073], [-1.28006, 2.19970, 2.60496], [-0.32547, -2.34596, 2.04189], [-1.95307, 0.47426, -2.49191], [-1.38224, 2.38760, 0.21088], [-1.68201, 2.89933, 1.46696], [-0.58682, 1.00360, 2.45955], [2.19980, -0.87463, 2.03468], [0.57999, 1.92854, -2.48453], [2.14513, -3.73959, -2.65913], [-0.27850, 0.47639, 1.19437], [0.18921, -3.31136, 2.13683], [-2.39116, 1.47657, -2.39725], [-2.22354, 3.83392, 1.56273], [0.75505, 1.74072, -3.55242], [-0.27834, 0.46727, 3.35482], [1.54844, 2.15485, -2.02374], [-1.70288, 2.94517, -0.66772], [-2.63878, -0.24944, -2.03688], [2.85818, -0.10758, 1.61204], [2.78492, -1.79902, 2.13060], [-0.44279, -1.91625, 3.04473], [1.88897, -0.55622, 3.03803], [-0.06564, 2.81143, -2.39077], [-1.87390, 0.23183, -3.56033], [-1.32018, -2.53994, 1.62508], [-1.50666, 2.58624, 3.59241]], "mulliken_charge": [-0.218, -0.449, -0.449, -0.451, 0.433, 0.541, 0.184, -0.603, -1.239, -1.255, -0.304, -0.609, -0.296, -1.238, -1.253, 0.223, 0.188, 0.332, 0.338, 0.344, 0.341, 0.161, 0.275, 0.151, 0.274, 0.272, 0.331, 0.340, 0.340, 0.337, 0.342, 0.267, 0.345], "multiplicity": 2, "s2": 1.1623, "e_lumo_ev": [5.17, 5.17], "energy_ev": -91247.85962, "orbital_gap_ev": [5.7, 5.3], "total_charge": -2}

3.
{"formula": "C35H38CuGeN2OTe", "method": "ωB97M-V/def2-TZVPD", "elements": ["Te", "Ge", "Cu", "O", "N", "N", "C", "C", "C", "C", "C", "C", "C", "C", "C", "C", "C", "C", "C", "C", "C", "C", "C", "C", "C", "C", "C", "C", "C", "C", "C", "C", "C", "C", "C", "C", "C", "C", "C", "C", "C", "H", "H", "H", "H", "H", "H", "H", "H", "H", "H", "H", "H", "H", "H", "H", "H", "H", "H", "H", "H", "H", "H", "H", "H", "H", "H", "H", "H", "H", "H", "H", "H", "H", "H", "H", "H", "H", "H"], "coordinates": [[-3.47254, -4.29253, -2.51869], [0.24636, 1.73712, 0.14213], [1.00240, -0.45291, -0.50118], [-0.75180, -1.73517, -0.06070], [-0.67867, -2.43709, 2.08294], [2.22028, -1.25636, 1.10193], [-1.31793, -1.83557, 1.03714], [1.70555, -1.57197, -2.63278], [-5.23993, -5.11066, -1.79019], [-0.14398, 1.13891, 2.91041], [2.36493, -1.94136, 3.38662], [-2.29499, 2.68255, 3.25227], [2.94092, 2.82419, -0.38783], [-1.19411, 4.76545, -2.46602], [-0.57056, 4.03509, -1.41959], [-1.80453, 1.90121, 4.30542], [0.70357, -3.00720, 1.91643], [0.59981, -4.12570, -3.21674], [4.25262, 4.15105, 1.10503], [-4.15320, -2.24438, -2.87008], [1.84311, 2.90098, 0.48960], [-0.74898, 2.63009, -1.27056], [0.19030, -2.99565, -3.91643], [-1.75629, 2.63135, 2.00107], [-0.68790, 1.08878, 4.17196], [-2.05956, 4.06865, -3.29912], [3.17377, -0.35976, 1.37449], [-0.68829, 1.81705, 1.82920], [-2.72725, -1.30428, 1.09629], [2.16177, -2.73243, -1.98019], [-2.29016, 2.68403, -3.08576], [3.23090, 4.22177, 2.01796], [2.02360, 3.55574, 1.68983], [3.79722, -0.20997, 2.58185], [0.67614, -1.76370, -3.54583], [-1.56091, 1.96403, -2.17054], [1.65631, -4.00108, -2.22941], [1.76374, -1.99908, 2.15255], [4.13904, 3.38251, -0.05553], [3.37830, -1.02743, 3.59524], [2.12118, -0.25279, -2.14333], [1.23725, 3.54890, 2.49973], [5.07942, 3.28927, -0.61613], [0.21790, -0.87805, -3.96589], [-2.56324, 4.49015, -4.17706], [2.85876, -2.55857, -1.16108], [-4.87431, -2.05620, -2.10190], [-3.01678, 2.17477, -3.76226], [-2.92892, -1.18619, -0.02252], [0.18774, -5.10820, -3.37779], [4.55618, 0.48985, 2.67796], [3.91188, -1.04546, 4.50710], [3.14007, -0.08706, -1.78746], [-5.98884, -4.37576, -1.61365], [0.65799, -3.34565, 0.85151], [5.30463, 4.64512, 1.15997], [-0.21633, 0.59103, 5.08458], [2.13461, -2.69846, 4.07635], [-2.28351, 1.94734, 5.36069], [3.38076, 4.76673, 2.95935], [1.77810, 0.46658, -2.84175], [-1.85105, 0.92414, -2.07692], [-4.64823, -2.18370, -3.83523], [-5.64221, -5.91444, -2.49781], [-3.01551, 3.41394, 3.32041], [2.81753, 2.39838, -1.36710], [-0.61872, -3.10060, -4.64720], [-3.32581, -2.18922, 1.45870], [0.88017, 0.70053, 2.77293], [-1.04724, -2.32448, 2.99018], [-2.90327, -0.30440, 1.50345], [3.27852, 0.30239, 0.56690], [-3.26277, -1.69359, -2.84298], [-1.15786, 5.85771, -2.31428], [2.02181, -4.85142, -1.69748], [-4.98171, -5.59004, -0.85150], [0.81563, -3.81456, 2.66193], [0.08843, 4.53149, -0.71063], [-2.07129, 3.24425, 1.13701]], "mulliken_charge": [0.222, -0.030, 1.401, -0.278, -0.018, 0.711, 0.285, 0.105, -0.985, 0.568, -1.241, -0.812, -0.379, -0.720, -0.171, -0.522, -1.133, -0.472, -0.345, -0.833, -0.219, 0.049, -0.971, -0.182, -0.722, -0.441, -0.221, 0.184, -0.851, -0.014, -0.466, -0.827, 0.393, -1.296, -0.109, -0.702, -0.959, 1.142, -0.665, -0.543, -1.332, 0.178, 0.383, 0.357, 0.345, 0.362, 0.368, 0.308, 0.040, 0.454, 0.626, 0.473, 0.637, 0.293, -0.050, 0.192, 0.351, 0.544, 0.218, 0.388, 0.617, 0.413, 0.428, 0.273, 0.512, 0.548, 0.516, 0.394, 0.072, 0.260, 0.210, 0.424, -0.057, 0.304, 0.497, 0.300, 0.545, 0.342, 0.335], "multiplicity": 2, "s2": 0.7690, "de_lowest_kcal_mol": 26.6, "e_lumo_ev": [0.20, -0.29], "energy_ev": -150384.64076, "orbital_gap_ev": [6.3, 6.7]}